No. 1
Formula: C22H43Ba2F3O22P4
Source: OMol25
Level of theory: ωB97M-V/def2-TZVPD

Structure (XYZ):
```
96
Properties=species:S:1:pos:R:3:forces:R:3:mulliken_spin:R:1
Ba 1.471300 34.791850 -27.749930 0.1 0.7 0.7 0.000
Ba 0.420470 35.371670 -18.358080 0.2 0.0 -1.6 1.258
C -0.422200 35.701640 -23.341910 2.1 -1.2 -1.7 -0.013
C 0.340570 35.329110 -24.519860 0.7 -0.3 1.4 -0.012
C 1.969560 34.995200 -24.363130 -2.0 1.0 2.8 0.012
O 2.653520 34.895390 -25.378880 0.0 -0.2 -1.8 -0.001
C 2.439360 34.867850 -23.027480 -1.0 0.9 -1.6 -0.003
C 1.629360 35.127520 -21.906480 1.3 -3.2 1.5 0.061
C 0.154220 35.600680 -22.064230 -2.4 2.5 1.7 0.030
O -0.587180 36.041320 -21.050010 3.0 -2.0 -1.1 -0.207
O 2.120560 34.639450 -20.798510 -2.5 2.4 -0.6 -0.115
O -0.140380 35.210590 -25.674870 0.6 0.2 0.0 0.003
H -1.465410 35.922540 -23.513120 0.0 0.1 0.4 -0.002
H 3.452640 34.541040 -22.846200 0.0 0.0 0.0 -0.002
C -2.697580 36.148690 -27.722430 1.5 -0.5 1.5 0.000
O -3.008310 35.720510 -29.029950 0.6 -1.2 -2.5 0.000
P -1.854360 35.055420 -29.934180 -1.8 0.9 -2.6 0.000
O -0.694900 34.505420 -29.191480 -0.2 -0.1 -0.1 0.000
O -2.584050 33.931000 -31.000170 0.6 2.7 1.9 0.000
C -1.845560 32.752020 -31.219500 2.0 -1.0 0.5 0.000
O -1.439640 36.312330 -30.909660 -0.5 -1.5 -0.1 0.000
C -0.520340 36.111780 -32.050660 0.7 -1.1 1.4 0.000
H -2.586700 35.273010 -27.082910 -0.4 0.0 0.2 0.000
H -3.415390 36.848850 -27.295090 -0.1 -0.2 -0.6 0.000
H -1.691900 36.568870 -27.709950 -0.1 0.6 0.0 0.000
H -2.174970 31.916060 -30.602450 -0.2 0.2 0.1 0.000
H -0.807600 32.972000 -30.969830 0.2 -0.4 0.4 0.000
H -1.709530 32.363830 -32.228910 -1.1 0.7 -0.5 0.000
H -0.820250 35.500350 -32.901720 -1.3 0.7 -0.1 0.000
H 0.250530 35.433370 -31.685120 0.7 0.4 0.3 0.000
H -0.081890 37.071890 -32.322810 -0.4 -0.2 0.1 0.000
C 5.539400 32.203830 -24.447930 0.8 -1.3 -0.7 0.000
O 4.430170 32.580740 -25.272310 -0.8 -0.5 -3.6 0.000
P 4.317950 32.138040 -26.911870 1.9 -2.7 2.6 0.000
O 3.379920 32.924510 -27.727910 0.0 0.6 0.2 0.000
O 5.879500 32.083540 -27.461050 -3.9 2.4 3.3 0.000
C 6.161090 31.359880 -28.586160 0.8 -1.9 -1.5 0.000
O 3.881620 30.524990 -26.952610 0.7 1.4 0.0 0.000
C 2.819880 29.975640 -26.101500 0.4 2.2 1.1 0.000
H 6.047670 31.361690 -24.917580 0.5 0.2 -0.3 0.000
H 5.257440 31.719320 -23.513140 -0.7 0.9 0.2 0.000
H 6.224150 33.045940 -24.347570 -0.2 -0.1 0.2 0.000
H 6.766730 30.564930 -28.151010 0.3 -0.4 -1.1 0.000
H 6.694700 31.955770 -29.326620 0.2 0.0 0.2 0.000
H 5.292990 30.926810 -29.083100 -0.1 0.0 0.1 0.000
H 1.885070 29.725350 -26.603090 0.6 -0.2 -0.5 0.000
H 2.614930 30.823970 -25.448480 -0.7 -0.2 0.4 0.000
H 3.196390 29.224840 -25.406780 0.2 -0.4 -0.7 0.000
C 2.941530 39.747410 -25.898270 2.1 0.9 2.3 0.000
O 2.246230 40.198040 -27.015770 -1.7 -1.4 -1.5 0.000
P 1.128230 39.212770 -27.639640 -1.8 1.4 -0.6 0.000
O 1.528470 37.778770 -27.893890 -0.4 1.6 0.4 0.000
O -0.181620 39.450740 -26.694220 1.1 -0.7 -1.8 0.001
C -0.268610 38.969640 -25.350930 0.8 0.1 0.8 -0.002
O 0.638280 40.093580 -28.971070 -0.3 -2.0 4.0 0.000
C 1.399710 39.987840 -30.119950 1.8 0.4 -0.7 0.000
H 2.476640 39.137540 -25.123650 -0.7 -0.6 -0.8 0.000
H 3.151170 40.627850 -25.290840 0.1 0.4 -0.2 0.000
H 3.930420 39.357440 -26.139350 -0.2 -0.3 -0.3 0.000
H -0.051040 39.814190 -24.697110 -0.2 0.0 0.1 0.000
H 0.488320 38.214660 -25.138430 -0.2 -0.2 -0.1 0.001
H -1.245600 38.560870 -25.093070 0.0 0.1 -0.5 0.000
H 1.845670 39.004100 -30.266460 -0.9 -0.5 -0.5 0.000
H 2.319260 40.557480 -29.985620 -0.1 0.7 -0.2 0.000
H 0.800830 40.412070 -30.925850 0.3 -0.5 -0.2 0.000
C 5.555450 36.454990 -25.812800 -1.7 -0.5 0.4 0.000
O 5.437900 37.143430 -27.051410 0.3 0.7 -1.1 0.000
P 6.707160 37.826400 -27.700240 1.2 0.7 -1.9 0.000
O 7.482610 38.645250 -26.699750 -1.0 -2.0 -2.5 0.000
O 6.144960 38.683960 -29.014200 0.4 -0.2 2.9 0.000
C 4.873410 38.500750 -29.647360 0.8 -0.4 0.1 0.000
O 7.452030 36.578090 -28.602140 -0.8 0.6 1.5 0.000
C 6.786940 35.327000 -29.004150 -0.5 1.1 0.7 0.000
H 4.595980 36.689640 -25.351860 0.2 -0.1 0.6 0.000
H 6.376330 36.737080 -25.153500 0.1 0.1 -0.5 0.000
H 5.477470 35.398170 -26.068020 0.5 -0.2 0.4 0.000
H 5.219420 38.398140 -30.675880 -1.0 -0.5 -0.2 0.000
H 4.185590 39.342280 -29.564700 0.5 0.4 0.3 0.000
H 4.362350 37.661350 -29.175850 -0.1 -0.3 -0.6 0.000
H 7.227180 34.460070 -28.511480 0.4 0.2 -0.1 0.000
H 6.762970 35.205510 -30.087090 0.6 0.3 0.0 0.000
H 5.736790 35.347260 -28.712820 -0.1 0.1 0.2 0.000
C -3.157470 39.530710 -21.647350 -0.1 1.3 -0.4 -0.001
C -3.923750 38.410400 -21.070940 -0.4 0.7 1.0 -0.011
O -3.746190 37.414560 -21.996440 -0.6 -3.2 -2.3 -0.008
C -4.740400 36.550420 -22.206870 -2.7 -0.1 4.1 -0.005
O -5.762620 36.435070 -21.485000 3.4 0.5 -2.7 0.000
C -4.445360 35.593910 -23.349400 -2.1 0.4 -0.5 0.003
F -3.731100 36.208430 -24.258900 1.3 0.3 -1.0 0.000
F -3.832720 34.489510 -22.949640 -0.3 0.0 -0.2 0.000
F -5.646350 35.336070 -23.971630 1.1 -0.6 0.8 0.000
H -2.167250 39.344390 -22.063100 0.3 -0.4 0.9 0.001
H -3.204600 40.332400 -20.910350 0.4 0.4 -0.5 0.000
H -3.716640 39.765620 -22.553030 -0.1 0.7 0.1 0.000
H -4.973080 38.705080 -21.084370 -0.1 -0.1 0.5 0.000
H -3.626560 38.067100 -20.080020 0.0 0.0 0.0 0.012
```
Forces are in eV/Å.

Summary:
* orbital gap (alpha / beta): 3.9 / 7.2 eV
* charge: +1
* HOMO (alpha / beta): -6.569 / -9.820 eV
* spin multiplicity: 2
* LUMO energy (alpha / beta): -2.64 / -2.64 eV
* <S²>: 0.75

No. 2
Formula: C22H43CrN2P3S
Source: OMol25
Level of theory: ωB97M-V/def2-TZVPD

Structure (XYZ):
```
72
Properties=species:S:1:pos:R:3:forces:R:3:mulliken_spin:R:1
Cr 0.200506 -0.569182 0.318582 3.3 0.5 2.1 3.514
P -0.148228 -0.650856 2.846297 -0.7 -0.5 1.2 -0.204
P 0.034976 -2.789505 -0.410285 -0.6 -1.9 -0.8 -0.115
P -2.006880 0.009933 0.142227 -1.7 0.0 0.0 -0.165
H 1.797473 1.179541 -1.174479 -0.1 0.4 0.4 0.020
C 1.020109 1.648964 -0.555166 -0.2 0.0 1.4 0.070
C 1.127408 1.983615 0.772555 -0.2 -1.0 -1.3 -0.027
H 2.027733 1.770815 1.345110 -0.1 0.2 -0.1 0.001
C 1.239796 -0.707945 4.033892 0.7 0.1 -0.2 -0.018
C -1.059433 -2.175328 3.328411 0.0 0.0 -0.4 0.025
C -1.124408 0.674529 3.655256 -0.1 0.2 -0.5 -0.011
C 0.436858 -2.548170 -2.173087 0.1 0.5 0.0 -0.007
C 1.134036 -4.182350 0.005218 0.4 0.1 0.4 -0.004
C -1.579824 -3.645522 -0.371567 -0.1 0.1 0.1 0.012
C -2.366717 1.739126 0.559561 0.3 0.3 -0.2 0.022
C -3.356026 -0.868617 1.002562 0.2 -0.1 -0.1 0.013
C -2.337415 -0.341972 -1.615167 0.1 0.2 -0.1 0.016
H 0.135382 1.941682 -1.110762 0.1 0.2 0.3 -0.034
H 0.294929 2.445815 1.307286 0.3 0.1 -0.3 0.004
H 1.979132 0.066003 3.781443 -0.1 -0.2 0.2 0.000
H 1.744130 -1.683802 4.033250 -0.2 0.4 0.0 0.001
H 0.855945 -0.505701 5.049307 0.0 -0.1 -0.5 -0.006
H -0.523366 -3.060869 2.959849 -0.1 0.2 0.2 -0.003
H -2.071757 -2.184519 2.910592 0.2 0.0 0.1 -0.001
H -1.121891 -2.226008 4.423942 0.1 0.1 -0.3 -0.005
H -0.676337 1.644657 3.413141 -0.1 -0.1 0.2 -0.001
H -1.071193 0.526061 4.741829 0.0 0.0 -0.3 -0.006
H -2.175393 0.673341 3.347700 0.3 0.0 0.1 0.003
H 0.309302 -3.502647 -2.701633 0.0 0.2 0.1 -0.004
H 1.484261 -2.225665 -2.249678 -0.2 -0.1 -0.1 0.002
H -0.199973 -1.782709 -2.629918 0.1 -0.2 -0.1 -0.001
H 0.908658 -5.027097 -0.665803 -0.1 0.4 0.2 -0.005
H 0.974970 -4.502838 1.043607 0.0 0.0 -0.3 0.001
H 2.187210 -3.900873 -0.122633 -0.3 -0.1 0.0 0.002
H -1.445487 -4.651217 -0.791217 -0.1 0.3 0.1 -0.004
H -2.349480 -3.120251 -0.945176 0.2 -0.2 0.2 0.002
H -1.910931 -3.744237 0.671339 0.1 -0.1 -0.3 -0.004
H -3.406410 1.934352 0.268074 0.2 0.1 0.1 -0.004
H -1.712223 2.437883 0.018809 -0.4 -0.2 0.1 -0.003
H -2.247061 1.914766 1.633746 -0.1 -0.2 -0.2 0.000
H -4.286402 -0.500768 0.552745 0.1 -0.1 0.1 -0.005
H -3.363663 -0.640610 2.073513 -0.1 0.0 -0.3 0.002
H -3.281531 -1.950255 0.850845 -0.1 0.3 0.1 -0.005
H -3.259094 0.175375 -1.890651 0.1 -0.1 -0.2 -0.005
H -2.444945 -1.415738 -1.780026 -0.1 0.2 0.1 -0.002
H -1.524843 0.012879 -2.261776 -0.4 0.0 0.1 -0.004
C -1.828263 3.941832 -3.653188 0.0 1.2 -1.3 0.000
C -2.237251 3.745149 -4.993542 0.4 -0.2 0.5 0.000
C -2.252534 4.808038 -5.895092 0.0 0.1 0.1 0.000
C -1.934769 6.110088 -5.474562 0.1 -0.6 0.1 0.000
C -1.644422 6.324048 -4.123892 -0.2 0.1 -0.4 0.000
C -1.623052 5.268652 -3.222804 0.3 -0.7 0.2 0.000
S -1.831649 2.643266 -2.477629 0.2 -1.0 0.5 0.002
H -0.660516 1.804102 -2.456626 -1.2 1.6 -1.3 0.000
H -2.536478 2.749220 -5.310582 0.2 0.1 -0.1 0.000
H -2.517567 4.609775 -6.936580 0.0 0.1 0.4 0.000
H -1.914928 6.936928 -6.196015 -0.1 -0.4 0.4 0.000
H -1.429228 7.331381 -3.788285 -0.1 -0.1 0.1 0.000
H -1.446382 5.442224 -2.164893 0.2 0.1 -0.2 0.000
N 6.338745 -1.926740 2.005852 -1.7 0.2 -0.3 0.004
C 5.053019 -1.631340 1.653106 1.8 -0.7 0.3 0.004
C 4.744048 -0.517033 0.855810 -0.9 0.6 -0.4 -0.003
C 3.420580 -0.278621 0.497366 1.2 -0.3 0.2 0.027
N 2.390887 -1.085858 0.853518 -1.0 0.5 0.1 -0.104
C 2.696986 -2.119511 1.680564 0.6 -0.4 -0.1 0.027
C 3.987869 -2.458221 2.051895 -1.1 0.0 0.0 0.003
H 7.097122 -1.329959 1.731938 0.2 0.0 0.0 0.000
H 6.546119 -2.737262 2.569869 0.0 0.1 -0.1 0.000
H 5.538894 0.153279 0.527438 -0.3 -0.1 0.1 0.000
H 3.181092 0.616065 -0.074201 0.3 -0.4 0.0 -0.008
H 1.854917 -2.716942 2.052710 0.5 0.2 -0.3 -0.010
H 4.164857 -3.356646 2.646162 -0.1 0.4 -0.1 -0.001
```
Forces are in eV/Å.

Summary:
* orbital gap (alpha / beta): 3.9 / 5.2 eV
* charge: +3
* HOMO (alpha / beta): -15.291 / -15.291 eV
* spin multiplicity: 4
* ΔE to the lowest compared entry with this formula, charge and spin: 0.0 kcal/mol
* LUMO energy (alpha / beta): -11.39 / -10.09 eV
* <S²>: 3.92

No. 3
Formula: C22H43F3N2O18PPt
Source: OMol25
Level of theory: ωB97M-V/def2-TZVPD

Structure (XYZ):
```
90
Properties=species:S:1:pos:R:3:forces:R:3:mulliken_spin:R:1
Pt 2.267353 0.849116 4.691201 -0.6 -0.3 -0.8 0.897
C -0.022120 -1.474261 -7.072189 0.3 -1.4 0.5 0.000
N 0.074062 -3.009152 -7.004249 1.3 0.7 -1.7 0.000
C -1.241863 -3.608603 -6.629123 0.2 1.0 -0.6 0.000
C 0.475207 -3.510385 -8.442301 0.0 -0.4 1.3 0.000
C 1.241802 -3.431618 -6.062046 -0.7 -0.7 -0.7 0.000
C 1.217206 -2.964763 -4.633651 -0.2 -0.4 1.1 0.000
O 0.069448 -3.470636 -3.936284 0.0 0.6 -0.7 0.000
H -0.289673 -1.197256 -6.052495 0.0 0.5 -0.3 0.000
H -0.753452 -1.160033 -7.816854 0.0 -0.2 0.2 0.000
H 0.971497 -1.129708 -7.358732 -0.1 0.2 0.2 0.000
H -1.882284 -3.273283 -7.444921 -0.3 -0.4 0.1 0.000
H -1.572927 -3.109987 -5.718161 0.0 -0.7 0.1 0.000
H -1.131451 -4.692760 -6.606378 -0.3 0.2 0.3 0.000
H 0.565872 -4.593212 -8.356498 0.5 0.1 0.1 0.000
H 1.404376 -3.001472 -8.698709 -0.1 -0.3 0.0 0.000
H -0.253721 -3.400173 -9.245181 -0.4 0.8 0.6 0.000
H 2.199798 -3.210911 -6.532819 -0.2 0.4 -0.1 0.000
H 1.178648 -4.519739 -6.072231 -0.1 -0.1 0.1 0.000
H 1.388473 -1.899246 -4.480564 -0.4 0.1 -0.3 0.000
H 2.051505 -3.443449 -4.120913 0.5 0.0 -0.4 0.000
H -0.284292 -2.754906 -3.403189 -0.1 0.0 0.3 0.000
C -0.122692 -0.143670 1.393919 -1.7 -1.1 -0.8 -0.056
O -0.863473 -0.455584 0.503922 -2.0 -1.1 -3.3 0.158
O 0.337845 -0.913149 2.215738 2.5 -4.4 3.7 0.516
O 0.164376 0.986046 1.692814 1.8 6.9 1.1 0.484
C 2.488312 6.783928 4.017661 0.0 1.5 0.5 0.000
C 1.207020 6.643838 4.787812 -0.2 1.5 -0.8 0.000
C 0.097439 7.568645 4.153243 0.0 -0.8 0.5 0.000
O -1.102204 7.382717 4.881197 0.3 0.6 1.0 0.000
C -2.093083 8.359465 4.681643 -1.5 -0.4 -0.3 0.000
N 0.786853 5.281021 4.787030 -1.4 -0.8 0.2 0.001
H 3.322065 6.332583 4.555471 -0.1 -0.5 -0.5 0.000
H 2.690676 7.851961 4.097907 0.4 0.2 -0.5 0.000
H 2.352383 6.534423 2.965345 0.4 -0.3 0.1 0.000
H 1.406898 6.982507 5.804401 -0.3 -0.1 0.2 0.000
H -0.132709 7.205322 3.151676 0.4 0.1 -0.6 0.000
H 0.362209 8.624913 4.105269 0.2 0.1 0.1 0.000
H -2.877651 8.271611 5.433193 0.3 -0.4 0.4 0.000
H -2.629919 8.141505 3.758391 0.1 0.2 -0.5 0.000
H -1.862284 9.424706 4.691046 1.0 -0.1 0.0 0.000
H -0.147816 5.349910 5.163542 -0.4 -0.5 1.1 0.000
H 0.452600 5.101743 3.850958 0.6 -0.4 -0.9 0.000
C 4.339655 -7.015203 5.883838 -0.3 -0.9 -0.2 0.000
O 4.026648 -5.587049 5.873127 1.0 0.0 -0.6 0.000
P 4.755546 -4.612615 4.815877 0.7 1.4 -0.9 0.000
O 4.359176 -3.142798 4.834086 0.4 -3.4 0.2 0.000
O 6.355428 -4.854306 5.020751 -2.2 -0.2 0.2 0.000
C 7.267030 -4.037823 4.294605 0.3 -0.1 -0.6 0.000
O 4.559916 -5.370777 3.358780 -0.6 0.5 1.8 0.000
C 3.219497 -5.723592 3.006017 -0.9 -0.7 -1.5 0.000
H 4.832570 -7.401808 4.991833 0.3 0.7 -0.2 0.000
H 3.434992 -7.622039 5.921483 -0.5 0.6 0.1 0.000
H 4.915599 -7.364088 6.740962 0.2 0.9 0.1 0.000
H 6.794657 -3.549047 3.442511 -0.2 0.4 0.3 0.000
H 7.991981 -4.694914 3.814219 0.2 -0.1 0.4 0.000
H 7.738499 -3.345392 4.992003 0.0 0.1 -0.3 0.000
H 3.101336 -6.755219 2.674527 0.9 -0.5 0.5 0.000
H 2.937910 -5.256389 2.062335 0.0 0.9 0.3 0.000
H 2.414465 -5.626911 3.734488 0.5 0.7 0.4 0.000
C -4.191236 -4.628783 0.763363 1.4 1.1 -0.7 0.000
C -5.259891 -3.832081 0.039695 1.3 0.4 1.9 0.000
O -6.375562 -4.150538 0.792501 -1.6 0.4 0.8 0.000
C -6.163686 -5.225863 1.605537 -2.4 -2.4 2.7 0.000
O -6.984681 -5.802975 2.362915 3.4 2.9 -3.6 0.000
O -4.870120 -5.588917 1.475821 -1.0 -1.7 0.5 0.000
F -5.477344 -4.207528 -1.208828 -0.1 -0.8 -1.9 0.000
H -3.637918 -4.066827 1.515792 0.0 0.6 -0.3 0.000
H -3.468210 -4.961656 0.018690 -0.1 -0.8 0.2 0.000
H -4.946110 -2.788716 0.007400 -0.8 0.3 0.3 0.000
C -5.229373 2.587814 -0.068412 0.4 0.5 0.0 0.000
C -4.808575 4.044459 -0.072624 -0.1 -0.9 0.1 0.000
O -5.883104 4.676240 0.606384 3.8 2.6 -0.4 0.000
C -6.924300 3.925735 0.578680 -5.3 -0.1 2.0 0.000
O -8.043616 4.264568 0.956824 2.6 -0.8 -1.2 0.000
O -6.593851 2.711598 0.212584 -1.1 -2.3 -0.6 0.000
F -4.791863 4.433299 -1.375119 0.1 0.8 -0.3 0.000
H -4.723216 2.018472 0.711166 -0.1 -0.2 -0.2 0.000
H -5.086930 2.207253 -1.079841 0.0 -0.4 0.3 0.000
H -3.815699 4.184119 0.354916 -0.4 0.7 0.2 0.000
C 2.087003 4.126680 -2.879622 2.1 -0.9 0.0 0.000
C 0.685767 4.430092 -2.624200 0.7 -1.4 0.9 0.001
O 0.293229 4.866013 -3.850400 -3.0 1.9 -0.7 0.000
C 0.966997 4.259147 -4.788084 0.9 -1.6 -2.8 0.000
O 0.702527 4.173925 -5.960685 0.1 0.4 1.6 0.000
O 2.032748 3.634735 -4.224247 0.4 -0.2 0.2 0.000
F 0.632093 5.368271 -1.712484 -0.9 1.8 1.4 0.000
H 2.479041 3.419090 -2.149055 0.2 -0.3 -0.5 0.000
H 2.700463 5.027639 -2.873575 -0.1 0.1 0.2 0.000
H 0.140206 3.546703 -2.292423 -0.5 0.1 0.0 -0.001
```
Forces are in eV/Å.

Summary:
* orbital gap (alpha / beta): 5.0 / 4.9 eV
* charge: +1
* HOMO (alpha / beta): -10.842 / -10.838 eV
* spin multiplicity: 3
* ΔE to the lowest compared entry with this formula, charge and spin: 251.4 kcal/mol
* LUMO energy (alpha / beta): -5.88 / -5.89 eV
* <S²>: 2.07

| no. | DFT total energy (a.u.) |
| --- | --- |
| 1 | -4235.4786 |
| 2 | -3439.3364 |
| 3 | -3087.6465 |